1.
Molecular formula: C28H26BrFIIrN4O4S
Method: DFT, ωB97M-V/def2-TZVPD

Each line ends with the Mulliken charge.
Element x y z (Å)
Ir  1.87  1.10  2.96  1.484
O  2.58  1.76  4.72  -0.501
N  3.45  2.81  4.64  0.261
C  3.59  3.56  5.75  -0.214
C  4.50  4.58  5.76  -0.778
C  5.26  4.82  4.61  -0.120
C  5.09  4.03  3.50  -0.873
C  4.15  2.99  3.51  0.896
S  3.88  1.94  2.17  -0.452
H  2.94  3.29  6.57  0.461
H  4.61  5.19  6.65  0.417
H  5.98  5.62  4.60  0.413
H  5.66  4.20  2.59  0.406
F  -0.23  -3.50  -1.66  -0.337
C  -0.44  -2.17  -1.70  0.400
C  0.03  -1.42  -0.67  -0.632
C  -0.12  -0.03  -0.69  0.735
C  0.41  0.79  0.39  1.687
O  1.02  0.19  1.32  -1.387
C  0.22  2.18  0.29  -0.318
C  -0.41  2.68  -0.82  -0.497
N  -0.91  1.94  -1.82  0.295
C  -1.51  2.59  -2.97  -0.273
C  -2.99  2.50  -3.17  -0.418
C  -2.37  3.80  -2.76  -1.021
C  -0.76  0.56  -1.79  -0.417
C  -1.25  -0.24  -2.83  -0.739
C  -1.09  -1.61  -2.82  -1.189
N  -1.58  -2.38  -3.89  0.220
C  -1.24  -1.99  -5.26  -0.695
C  -2.51  -2.08  -6.11  -0.744
N  -3.40  -3.15  -5.51  -0.146
C  -2.57  -4.30  -5.00  -0.761
C  -1.78  -3.82  -3.78  -0.710
C  0.63  3.24  1.30  0.543
O  0.41  4.40  1.02  -0.668
O  1.15  2.89  2.44  -0.698
H  0.54  -1.89  0.16  0.641
H  -0.52  3.75  -0.90  0.820
H  -0.87  2.58  -3.84  0.431
H  -3.56  1.97  -2.42  0.236
H  -3.36  2.39  -4.19  0.311
H  -2.55  4.13  -1.75  0.357
H  -2.28  4.59  -3.49  0.260
H  -1.77  0.23  -3.65  0.836
H  -0.46  -2.64  -5.66  0.322
H  -0.86  -0.97  -5.29  0.491
H  -2.30  -2.37  -7.14  0.379
H  -3.09  -1.16  -6.11  0.434
H  -4.09  -3.46  -6.19  0.344
H  -3.90  -2.74  -4.72  0.381
H  -1.93  -4.60  -5.83  0.368
H  -3.24  -5.12  -4.76  0.387
H  -0.84  -4.39  -3.75  0.403
H  -2.33  -4.03  -2.87  0.522
Br  2.78  -1.13  3.68  -0.007
C  1.35  -2.10  4.49  0.910
C  1.65  -3.41  4.83  -0.728
C  0.69  -4.19  5.45  -0.548
C  -0.56  -3.66  5.74  -0.661
C  -0.85  -2.35  5.40  -0.623
C  0.11  -1.56  4.77  0.306
I  -0.43  0.41  4.34  0.248
H  2.63  -3.82  4.61  0.389
H  0.93  -5.22  5.71  0.398
H  -1.31  -4.27  6.23  0.394
H  -1.83  -1.94  5.63  0.373

Properties
- Spin multiplicity: 1
- LUMO level: -0.182 Ha
- Frontier orbital gap: 7.23 eV
- Molar mass: 932.63 g/mol
- Total charge: +2
- Relative energy (zero: lowest compared OMol25 entry of this formula, charge and spin): 1.2 kJ/mol
- Electronic energy: -5076.148253 a.u.
- HOMO: -12.189 eV

2.
Molecular formula: C28H26BrInN3O4PSe2
Method: DFT, ωB97M-V/def2-TZVPD

Each line ends with the Mulliken charge.
Element x y z (Å)
In  0.33  0.30  0.80  0.852
Se  -0.42  3.33  -2.13  -0.529
P  -0.75  1.30  -2.70  0.830
Se  0.32  -0.46  -1.92  -0.377
C  -2.55  0.95  -2.83  0.092
C  -3.41  1.96  -3.24  -0.561
C  -4.77  1.72  -3.35  -0.560
C  -5.28  0.46  -3.04  -0.404
C  -4.43  -0.55  -2.63  -0.668
C  -3.06  -0.31  -2.52  0.018
C  -0.26  1.14  -4.49  0.423
C  -0.78  0.09  -5.26  -0.336
C  -0.39  -0.08  -6.58  -0.651
C  0.52  0.79  -7.16  -0.344
C  1.05  1.83  -6.40  -0.606
C  0.65  2.00  -5.08  -0.352
H  -3.01  2.94  -3.46  0.307
H  -5.44  2.52  -3.65  0.340
H  -6.35  0.28  -3.10  0.342
H  -4.82  -1.52  -2.37  0.358
H  -2.39  -1.08  -2.16  0.326
H  -1.48  -0.61  -4.81  0.342
H  -0.80  -0.90  -7.16  0.356
H  0.82  0.66  -8.19  0.346
H  1.77  2.51  -6.84  0.354
H  1.06  2.81  -4.48  0.253
Br  1.14  0.99  5.17  -0.172
C  2.57  0.76  3.94  0.094
C  3.72  0.13  4.37  -0.544
C  4.79  0.07  3.48  -0.286
C  4.64  0.64  2.22  -0.570
C  3.42  1.18  1.87  0.283
N  2.39  1.25  2.73  0.056
C  3.18  1.68  0.44  0.229
O  4.18  2.11  -0.14  -0.781
O  1.99  1.58  -0.01  -0.196
H  3.78  -0.31  5.36  0.410
H  5.71  -0.41  3.77  0.381
H  5.44  0.65  1.50  0.457
N  -0.38  2.29  1.76  -0.450
C  -1.82  2.15  2.00  -0.538
C  -2.50  1.56  0.76  0.471
O  -3.70  1.77  0.60  -0.775
O  -1.72  0.88  0.00  -0.335
H  0.14  2.50  2.60  0.192
H  -0.18  2.98  1.04  0.224
H  -2.31  3.08  2.27  0.401
H  -1.95  1.41  2.80  0.149
C  -1.46  -1.91  4.51  -1.216
C  -0.29  -2.65  3.92  0.744
C  0.07  -3.90  4.39  -0.648
C  1.13  -4.62  3.84  -0.760
C  1.83  -4.05  2.78  -0.670
C  1.51  -2.80  2.27  1.515
C  2.30  -2.25  1.11  -1.379
C  0.42  -2.03  2.81  -0.066
N  0.03  -0.80  2.46  -0.524
H  -2.09  -2.59  5.10  0.428
H  -2.04  -1.45  3.71  0.124
H  -1.12  -1.10  5.16  0.085
H  -0.51  -4.33  5.20  0.298
H  1.40  -5.61  4.22  0.335
H  2.66  -4.59  2.34  0.284
H  3.21  -2.84  0.96  0.371
H  2.59  -1.21  1.27  0.043
H  1.72  -2.28  0.18  0.188

Properties
- Spin multiplicity: 1
- LUMO level: 0.154 Ha
- Frontier orbital gap: 4.98 eV
- Molar mass: 852.15 g/mol
- Total charge: -2
- Electronic energy: -9456.374617 a.u.
- HOMO: -0.790 eV

3.
Molecular formula: C28H26ClI2NNiOS
Method: DFT, ωB97M-V/def2-TZVPD

Each line ends with the Mulliken charge.
Element x y z (Å)
Ni  0.62  0.63  -0.42  0.133
I  2.86  -0.85  -0.78  0.164
C  2.00  -2.72  -0.22  -0.427
I  1.64  -2.94  1.85  0.085
H  2.71  -3.48  -0.51  0.511
H  1.06  -2.82  -0.75  -0.173
Cl  3.05  3.28  -6.13  -0.241
C  1.98  2.77  -4.87  0.386
C  1.46  3.70  -3.99  -0.946
C  0.60  3.28  -2.98  -0.114
C  0.26  1.93  -2.82  0.478
C  -0.59  1.49  -1.70  -1.911
C  0.79  1.02  -3.74  0.065
C  1.64  1.43  -4.76  -1.019
H  1.71  4.75  -4.10  0.424
H  0.16  4.02  -2.32  0.669
H  -1.31  0.72  -1.97  0.741
H  -1.11  2.31  -1.21  0.522
H  0.54  -0.03  -3.66  0.346
H  2.04  0.71  -5.46  0.423
C  1.30  4.03  0.40  -1.205
S  1.97  2.37  0.22  0.872
O  3.33  2.49  -0.31  -0.703
C  2.09  1.94  1.96  0.624
C  3.35  1.95  2.54  -0.578
C  3.47  1.59  3.87  -0.569
C  2.35  1.24  4.60  -0.502
C  1.09  1.23  4.00  -0.623
C  0.96  1.57  2.67  -0.447
H  1.93  4.55  1.12  0.466
H  0.27  3.97  0.75  0.392
H  1.36  4.50  -0.58  0.373
H  4.21  2.22  1.94  0.450
H  4.45  1.58  4.34  0.399
H  2.45  0.95  5.64  0.417
H  0.22  0.93  4.57  0.417
H  -0.01  1.52  2.18  0.346
N  -0.54  -0.56  0.23  -0.196
C  -1.47  -1.40  0.28  -0.783
C  -2.32  -1.48  1.51  0.318
C  -1.77  -1.14  2.74  0.083
C  -2.55  -1.13  3.89  -0.803
C  -3.90  -1.45  3.81  -0.494
C  -4.46  -1.79  2.59  -0.784
C  -3.67  -1.81  1.44  -0.108
C  -1.67  -2.45  -0.79  0.793
C  -1.33  -2.18  -2.12  0.556
C  -1.41  -3.16  -3.09  -0.674
C  -1.82  -4.45  -2.74  -0.439
C  -2.14  -4.73  -1.43  -0.906
C  -2.07  -3.74  -0.46  -0.396
H  -0.72  -0.89  2.78  0.352
H  -2.11  -0.88  4.84  0.390
H  -4.52  -1.44  4.70  0.391
H  -5.51  -2.03  2.52  0.391
H  -4.12  -2.07  0.49  0.486
H  -0.97  -1.19  -2.37  -0.155
H  -1.16  -2.93  -4.11  0.425
H  -1.89  -5.22  -3.50  0.399
H  -2.44  -5.73  -1.15  0.403
H  -2.31  -3.98  0.57  0.508

Properties
- Spin multiplicity: 1
- LUMO level (alpha / beta): -0.016 / -0.004 Ha
- Frontier orbital gap (alpha / beta): 7.08 / 6.88 eV
- Molar mass: 772.54 g/mol
- Relative energy (zero: lowest compared OMol25 entry of this formula, charge and spin): 44.9 kJ/mol
- Electronic energy: -4174.560622 a.u.
- HOMO (alpha / beta): -7.506 / -6.996 eV